Record 1
C17H39ClP | ωB97M-V with the def2-TZVPD basis set

Bonds (Å) are listed after each position.
CARTESIAN COORDINATES (ANGSTROEM)
1 C -1.940 1.172 1.949  C2 1.543, H20 1.094, H21 1.091, H22 1.093
2 C -2.012 -0.345 2.218  C1 1.543, C3 1.544, H23 1.095, H24 1.095
3 C -3.303 -0.991 1.669  C2 1.544, C4 1.533, H25 1.099, H26 1.096
4 C -3.248 -1.405 0.194  C3 1.533, C5 1.530, H27 1.100, H28 1.098
5 C -3.451 -0.252 -0.791  C4 1.530, C6 1.541, H29 1.093, H30 1.098
6 C -3.572 -0.722 -2.254  C5 1.541, C7 1.539, H31 1.096, H32 1.096
7 C -2.317 -0.603 -3.136  C6 1.539, C8 1.534, H33 1.099, H34 1.096
8 C -0.969 -0.970 -2.503  C7 1.534, C9 1.545, H35 1.095, H36 1.095
9 C -0.765 -2.500 -2.421  C8 1.545, C10 1.537, H37 1.100, H38 1.097
10 C 0.093 -2.959 -1.232  C9 1.537, C11 1.535, H39 1.097, H40 1.096
11 C 1.571 -2.589 -1.425  C10 1.535, C12 1.538, H41 1.097, H42 1.099
12 C 2.378 -2.490 -0.119  C11 1.538, C13 1.544, H43 1.097, H44 1.101
13 C 1.976 -1.295 0.771  C12 1.544, C14 1.527, H45 1.101, H46 1.095
14 C 2.824 -0.048 0.532  C13 1.527, P15 1.921, H47 1.100, H48 1.099
15 P 2.051 1.484 1.395  C14 1.921, C16 1.930, H49 1.498, H50 1.474, H51 1.503, H52 1.470
16 C 3.117 2.670 0.308  P15 1.930, C17 1.533, H53 1.097, H54 1.103
17 C 2.792 4.148 0.552  C16 1.533, C18 1.534, H55 1.098, H56 1.097
18 C 3.290 4.617 1.926  C17 1.534, Cl19 1.813, H57 1.088, H58 1.090
19 Cl 2.140 5.757 2.742  C18 1.813
20 H -2.940 1.616 1.965  C1 1.094
21 H -1.319 1.661 2.700  C1 1.091
22 H -1.455 1.383 0.992  C1 1.093
23 H -1.973 -0.521 3.298  C2 1.095
24 H -1.156 -0.839 1.748  C2 1.095
25 H -4.126 -0.275 1.801  C3 1.099
26 H -3.565 -1.871 2.267  C3 1.096
27 H -4.033 -2.153 0.012  C4 1.100
28 H -2.298 -1.911 -0.023  C4 1.098
29 H -2.665 0.499 -0.673  C5 1.093
30 H -4.392 0.246 -0.524  C5 1.098
31 H -3.941 -1.754 -2.256  C6 1.096
32 H -4.353 -0.114 -2.723  C6 1.096
33 H -2.454 -1.284 -3.989  C7 1.099
34 H -2.267 0.404 -3.565  C7 1.096
35 H -0.187 -0.540 -3.138  C8 1.095
36 H -0.818 -0.523 -1.515  C8 1.095
37 H -0.240 -2.829 -3.330  C9 1.100
38 H -1.734 -3.014 -2.433  C9 1.097
39 H 0.026 -4.047 -1.115  C10 1.097
40 H -0.293 -2.497 -0.316  C10 1.096
41 H 1.660 -1.633 -1.956  C11 1.097
42 H 2.046 -3.354 -2.054  C11 1.099
43 H 3.441 -2.388 -0.371  C12 1.097
44 H 2.289 -3.439 0.433  C12 1.101
45 H 0.933 -1.019 0.555  C13 1.101
46 H 1.998 -1.578 1.828  C13 1.095
47 H 2.859 0.132 -0.553  C14 1.100
48 H 3.847 -0.214 0.897  C14 1.099
49 H 3.120 1.483 2.444  P15 1.498
50 H 1.396 2.631 2.051  P15 1.474
51 H 0.973 1.499 0.347  P15 1.503
52 H 1.245 0.598 2.247  P15 1.470
53 H 2.980 2.450 -0.758  C16 1.097
54 H 4.168 2.485 0.583  C16 1.103
55 H 1.705 4.292 0.508  C17 1.098
56 H 3.234 4.790 -0.219  C17 1.097
57 H 3.413 3.780 2.609  C18 1.088
58 H 4.226 5.170 1.848  C18 1.090

Output
- maximum force (eV Å⁻¹) = 0.6
- LUMO (eV) = 3.0
- HOMO-LUMO gap (eV) = 6.593
- net charge = -1

Record 2
C22H30N3O3PS | ωB97M-V with the def2-TZVPD basis set

Bonds (Å) are listed after each position.
CARTESIAN COORDINATES (ANGSTROEM)
1 C -4.755 -0.713 2.538  C2 1.503, H14 1.090, H15 1.094, H16 1.094
2 C -3.273 -0.713 2.787  C1 1.503, C3 1.398, C13 1.400
3 C -2.598 0.506 2.902  C2 1.398, C4 1.396, H17 1.091
4 C -1.232 0.540 3.186  C3 1.396, C5 1.395, H18 1.086
5 C -0.538 -0.664 3.297  C4 1.395, S6 1.784, C12 1.394
6 S 1.196 -0.606 3.710  C5 1.784, N7 1.908, O10 1.441, O11 1.437
7 N 1.964 -0.360 1.980  S6 1.908, C8 1.220
8 C 3.159 -0.280 1.745  N7 1.220, O9 1.188
9 O 4.305 -0.175 1.450  C8 1.188
10 O 1.479 0.633 4.389  S6 1.441
11 O 1.616 -1.885 4.211  S6 1.437
12 C -1.190 -1.893 3.201  C5 1.394, C13 1.397, H19 1.087
13 C -2.559 -1.909 2.925  C2 1.400, C12 1.397, H20 1.091
14 H -5.138 -1.731 2.476  C1 1.090
15 H -5.290 -0.200 3.342  C1 1.094
16 H -5.002 -0.194 1.607  C1 1.094
17 H -3.151 1.439 2.790  C3 1.091
18 H -0.724 1.488 3.335  C4 1.086
19 H -0.645 -2.822 3.348  C12 1.087
20 H -3.087 -2.858 2.828  C13 1.091
21 C 6.501 2.695 -0.508  C22 1.525, H39 1.093, H40 1.096, H41 1.096
22 C 5.546 3.875 -0.363  C21 1.525, C23 1.530, C24 1.528, N25 1.492
23 C 5.608 4.433 1.060  C22 1.530, H42 1.098, H43 1.097, H44 1.096
24 C 5.905 4.999 -1.335  C22 1.528, H45 1.096, H46 1.098, H47 1.092
25 N 4.153 3.402 -0.612  C22 1.492, P26 1.689, C34 1.404
26 P 2.956 3.378 0.579  N25 1.689, H27 1.453, N28 1.691
27 H 3.014 1.967 0.922  P26 1.453
28 N 1.730 3.280 -0.582  P26 1.691, C29 1.493, C33 1.403
29 C 0.308 3.638 -0.297  N28 1.493, C30 1.528, C31 1.531, C32 1.526
30 C -0.165 4.719 -1.268  C29 1.528, H48 1.092, H49 1.098, H50 1.096
31 C 0.239 4.201 1.125  C29 1.531, H51 1.098, H52 1.098, H53 1.097
32 C -0.553 2.383 -0.409  C29 1.526, H54 1.097, H55 1.097, H56 1.094
33 C 2.234 2.985 -1.857  N28 1.403, C34 1.417, C38 1.399
34 C 3.649 3.055 -1.875  N25 1.404, C33 1.417, C35 1.400
35 C 4.351 2.866 -3.071  C34 1.400, C36 1.405, H57 1.089
36 C 3.634 2.633 -4.257  C35 1.405, C37 1.401, H58 1.090
37 C 2.235 2.561 -4.240  C36 1.401, C38 1.405, H59 1.090
38 C 1.527 2.724 -3.037  C33 1.399, C37 1.405, H60 1.090
39 H 6.467 2.272 -1.516  C21 1.093
40 H 7.525 3.033 -0.311  C21 1.096
41 H 6.242 1.902 0.204  C21 1.096
42 H 4.913 5.274 1.191  C23 1.098
43 H 5.382 3.670 1.814  C23 1.097
44 H 6.617 4.814 1.258  C23 1.096
45 H 5.145 5.788 -1.298  C24 1.096
46 H 6.869 5.443 -1.055  C24 1.098
47 H 5.993 4.651 -2.366  C24 1.092
48 H -0.253 4.354 -2.293  C30 1.092
49 H -1.154 5.088 -0.965  C30 1.098
50 H 0.529 5.567 -1.260  C30 1.096
51 H 0.538 3.463 1.881  C31 1.098
52 H 0.875 5.091 1.234  C31 1.098
53 H -0.790 4.509 1.346  C31 1.097
54 H -0.232 1.626 0.318  C32 1.097
55 H -1.599 2.642 -0.207  C32 1.097
56 H -0.491 1.944 -1.409  C32 1.094
57 H 5.438 2.924 -3.103  C35 1.089
58 H 4.174 2.522 -5.198  C36 1.090
59 H 1.687 2.394 -5.167  C37 1.090
60 H 0.439 2.669 -3.041  C38 1.090

Output
- maximum force (eV Å⁻¹) = 2.5
- LUMO (eV) = -0.2
- relative energy (zero: lowest compared OMol25 entry of this formula, charge and spin) (eV) = 0.000
- SMILES string = CC(C)(C)N1PN(C(C)(C)C)c2ccccc21.Cc1ccc(S(=O)(=O)N=C=O)cc1
- HOMO-LUMO gap (eV) = 6.595